Entry 1:
The following is a quantum chemistry calculation of a cluster of 9 separate species, C57H127N5O9 in total in a non-equilibrium geometry, from the OMol25 dataset.

XYZ file:
```
198
Properties=species:S:1:pos:R:3:forces:R:3
C -4.2331 -0.6872 -0.4477 0.2 -0.9 0.4
C -5.0974 0.5678 -0.6025 0.1 0.3 -0.1
C -5.4177 1.2755 0.7190 0.4 -0.7 0.6
C -4.2466 1.5615 -1.4168 -0.4 0.2 0.1
C -5.0297 2.6366 -2.1630 0.1 0.4 0.3
C -6.0775 2.0418 -3.0770 0.4 -0.9 0.3
C -7.0416 1.1582 -2.2408 -0.5 0.5 0.3
C -7.9677 2.0735 -1.4273 -0.8 0.5 -0.2
C -7.8591 0.2969 -3.2073 0.9 -0.7 -0.6
N -6.3065 0.2500 -1.3409 0.7 -0.4 -1.9
O -7.1710 -0.5990 -0.6406 -0.3 0.1 0.6
H -3.9394 -1.1559 -1.3922 -0.1 0.6 -0.3
H -3.3066 -0.4584 0.0854 0.0 0.2 0.0
H -4.6771 -1.5455 0.0671 -0.4 0.5 0.4
H -4.5266 1.3788 1.3446 0.1 0.2 -0.3
H -5.8220 2.2595 0.4958 -0.2 0.0 0.3
H -6.0752 0.6766 1.3529 -0.4 0.2 -0.3
H -3.6069 2.0743 -0.6977 0.2 -0.2 0.0
H -3.5904 1.0307 -2.1116 -0.1 0.0 -0.1
H -5.5531 3.3223 -1.4916 0.3 -0.1 0.3
H -4.2609 3.2453 -2.6397 -0.3 0.1 -0.5
H -5.5575 1.4269 -3.8197 -0.2 -0.1 -0.1
H -6.6804 2.7861 -3.5960 0.1 0.1 0.0
H -8.4529 1.4957 -0.6406 0.2 0.2 0.2
H -8.7942 2.5319 -1.9850 0.1 -0.4 -0.5
H -7.4669 2.9680 -1.0571 0.2 -0.3 0.5
H -8.6874 -0.2609 -2.7742 -0.3 0.5 0.1
H -7.1837 -0.4734 -3.6045 0.1 0.0 0.1
H -8.1335 0.8470 -4.1075 -0.5 0.2 0.3
H -7.3476 -1.3440 -1.2272 0.3 0.0 0.0
C 3.5839 6.0771 3.7718 -0.9 0.0 0.3
C 3.4161 6.9394 2.5120 0.8 0.1 0.6
C 4.0792 8.3045 2.8011 -0.1 -0.2 0.1
C 4.1953 6.3331 1.3286 0.2 -0.1 -0.5
C 3.4843 5.2637 0.4988 -0.3 0.2 0.3
C 2.0756 5.7206 0.1614 -0.1 0.1 -0.5
C 1.2507 6.2175 1.3640 -0.3 -0.7 -0.9
C 0.0244 6.9055 0.7586 -0.1 0.7 0.1
C 0.7899 4.9795 2.1454 0.1 0.2 1.2
N 2.0376 7.1792 2.1107 -0.1 0.5 -0.9
O 1.2533 7.8373 3.1035 0.5 -0.3 -0.1
H 3.2880 5.0413 3.5957 0.2 0.0 0.0
H 4.5830 6.1153 4.2033 0.1 0.0 -0.3
H 2.9081 6.4651 4.5396 0.0 0.0 0.0
H 3.9396 8.9644 1.9438 0.2 0.0 0.0
H 3.6998 8.8096 3.6909 -0.2 -0.2 0.0
H 5.1379 8.1246 2.9921 0.1 0.1 -0.2
H 4.5222 7.1375 0.6628 -0.3 0.1 0.0
H 5.1278 5.8695 1.6630 0.0 0.3 0.4
H 4.0560 5.1402 -0.4225 0.0 -0.3 0.0
H 3.5030 4.3172 1.0468 -0.1 -0.1 -0.1
H 1.4395 4.9771 -0.3330 0.4 -0.4 0.2
H 2.1632 6.4723 -0.6328 0.0 0.5 0.4
H 0.3268 7.8205 0.2404 0.1 0.1 0.2
H -0.7097 7.1753 1.5178 0.0 0.0 0.0
H -0.4722 6.3092 -0.0081 0.1 -0.4 0.2
H 0.0395 4.3820 1.6304 0.1 0.1 -0.3
H 0.3487 5.2692 3.1052 -0.1 0.2 -0.1
H 1.6312 4.3472 2.4364 0.0 -0.1 -0.3
H 1.3088 8.7500 2.7977 -0.2 0.0 0.2
C 1.3025 1.5032 1.3505 0.3 1.5 -0.5
C 1.5655 0.5181 0.2242 0.2 -1.0 0.1
C 1.7710 1.2105 -1.1222 -0.7 1.2 -0.1
C 2.8323 -0.2862 0.6102 0.2 0.4 -0.3
C 2.9517 -1.6631 0.0242 -0.4 -0.4 -0.8
C 1.6579 -2.4516 0.2372 1.4 -0.4 0.1
C 0.4038 -1.7522 -0.2835 0.3 -0.1 -0.1
C 0.4051 -1.8340 -1.8230 -0.6 0.0 0.2
C -0.7926 -2.5129 0.2985 -0.5 0.2 -0.4
N 0.3929 -0.3906 0.2358 0.4 0.2 1.5
O -0.7871 0.3346 -0.0812 0.7 -0.8 -0.9
H 2.1288 2.2164 1.4657 0.4 -0.4 0.0
H 0.5009 2.1952 1.0838 -0.4 -0.5 0.2
H 1.1310 1.0148 2.3060 -0.2 -0.1 -0.1
H 2.3655 2.1305 -1.0666 0.5 -0.4 0.3
H 2.1723 0.5910 -1.9223 -0.1 -0.2 0.1
H 0.8308 1.6819 -1.4364 -0.1 -0.5 -0.3
H 3.6844 0.2745 0.2137 0.0 0.3 0.6
H 2.8697 -0.3427 1.6999 0.2 0.0 0.0
H 3.1934 -1.6383 -1.0483 -0.4 0.4 -0.1
H 3.8367 -2.2004 0.3773 -0.2 0.0 0.6
H 1.5988 -2.7057 1.2996 -0.4 0.2 0.0
H 1.8300 -3.4056 -0.2740 -0.6 -0.1 -0.1
H 1.3321 -1.5227 -2.3002 0.1 0.0 0.2
H -0.4062 -1.2067 -2.2064 0.0 -0.1 -0.2
H 0.1915 -2.8677 -2.1013 0.0 0.1 -0.2
H -1.7683 -2.1084 0.0178 0.2 0.2 -0.3
H -0.7934 -2.4903 1.3870 0.3 -0.2 0.0
H -0.7644 -3.5311 -0.0923 0.0 -0.1 0.3
H -0.6862 0.3584 -1.0486 -0.8 0.5 0.0
C -1.0791 -2.1216 5.1899 0.6 0.0 1.6
C -1.2744 -0.6100 4.9440 -0.1 -1.4 0.2
C 0.0098 0.1051 5.3980 0.2 -0.3 -1.6
C -1.6176 -0.5394 3.4606 -0.6 1.1 -1.3
C -2.2087 0.7929 2.9893 0.4 0.9 1.0
C -3.3655 1.2342 3.8967 -0.3 -0.9 0.2
C -3.1097 1.0867 5.4171 0.1 0.6 0.5
C -2.3248 2.2772 5.9830 1.1 0.4 0.0
C -4.4844 1.0224 6.0859 -0.1 -0.4 0.0
N -2.4533 -0.1926 5.6967 -0.8 -0.8 -1.2
O -2.3157 -0.4638 7.0761 0.2 0.5 0.1
H -0.2819 -2.5859 4.6074 -0.2 0.3 -0.5
H -0.7070 -2.2246 6.2176 -0.2 -0.1 0.0
H -1.9936 -2.7103 5.1371 -0.1 0.2 -0.3
H 0.0712 1.0737 4.9000 0.1 0.2 0.5
H 0.1283 0.1434 6.4757 -0.2 0.2 0.1
H 0.8498 -0.4634 4.9843 0.1 0.0 0.2
H -0.7821 -0.7854 2.7984 0.4 0.1 0.4
H -2.3891 -1.2482 3.1385 0.1 -0.5 0.8
H -1.4519 1.5843 3.0600 0.1 -0.1 -0.2
H -2.5094 0.7269 1.9449 0.0 0.0 0.0
H -4.2455 0.6036 3.7302 0.1 -0.2 -0.3
H -3.7192 2.2477 3.6979 0.3 0.1 0.0
H -2.9104 3.1932 6.0720 -0.1 -0.1 -0.1
H -1.4359 2.5017 5.3828 -0.4 0.1 -0.4
H -1.8302 2.1061 6.9440 -0.7 -0.4 0.2
H -4.3618 0.9582 7.1666 -0.2 0.3 0.0
H -5.0034 0.1173 5.7568 0.1 -0.1 0.0
H -5.1358 1.8433 5.7851 0.2 0.3 0.2
H -3.0428 -1.0716 7.2473 0.1 0.0 0.1
C -0.4052 -6.3172 1.7387 0.5 0.1 0.3
C -1.0688 -7.4724 0.9661 -0.8 0.2 -0.3
C -1.9045 -8.3419 1.9431 0.5 0.6 -0.6
C -2.1182 -6.8836 0.0121 -0.2 2.4 0.3
C -1.5493 -6.3104 -1.2702 -0.3 0.1 -0.3
C -0.7919 -7.3974 -2.0026 -0.8 0.1 -0.9
C 0.3356 -8.0162 -1.1732 0.4 0.5 -0.8
C 0.7515 -9.3136 -1.8861 0.5 -0.4 1.2
C 1.5277 -7.0362 -1.2051 -0.2 -0.1 0.0
N -0.1830 -8.3062 0.1658 -0.6 -1.0 -0.2
O 0.7568 -8.9901 0.9720 0.2 0.3 0.1
H 0.2795 -5.6978 1.1543 -0.1 -0.2 -0.3
H -1.1594 -5.6350 2.1348 -0.1 -0.1 0.1
H 0.1791 -6.6762 2.5887 0.0 -0.2 -0.1
H -2.7581 -7.7349 2.2465 0.0 0.0 0.3
H -2.3015 -9.1629 1.3466 0.1 -0.3 0.3
H -1.3240 -8.6328 2.8155 -0.1 -0.3 0.0
H -3.0415 -7.4388 -0.1583 0.5 -0.8 -0.2
H -2.5091 -5.9848 0.5125 -0.1 -0.3 0.3
H -2.3470 -5.8146 -1.8371 -0.2 -0.8 -0.3
H -0.9420 -5.4078 -1.1312 0.5 -0.4 0.6
H -0.4829 -6.9999 -2.9761 0.8 -0.1 0.2
H -1.4532 -8.2109 -2.3229 -0.3 0.1 0.4
H 1.2011 -9.1440 -2.8612 -0.2 0.2 -0.1
H -0.0539 -10.0467 -1.9499 -0.2 0.2 -0.1
H 1.5207 -9.7779 -1.2600 0.1 -0.1 -0.2
H 1.1121 -6.0350 -1.0854 0.4 0.2 0.2
H 2.0219 -7.0941 -2.1763 -0.1 0.1 -0.1
H 2.2907 -7.2569 -0.4581 -0.2 0.1 0.2
H 0.3664 -9.8619 1.1059 0.0 0.0 -0.1
C 3.4681 -0.9717 -4.7082 -0.4 -0.3 0.2
C 2.7265 -0.6097 -5.9966 0.0 -0.6 0.7
C 1.4605 0.1751 -5.6931 0.1 0.3 -0.6
O 3.6204 0.0663 -6.8667 -0.2 0.2 -0.1
H 2.8654 -1.5928 -4.0372 -0.2 0.0 -0.1
H 3.6844 -0.0670 -4.1303 0.2 0.1 -0.1
H 4.3683 -1.5464 -4.9184 0.2 0.3 -0.1
H 2.4345 -1.5349 -6.4989 0.2 0.0 -0.2
H 0.9177 0.4052 -6.6120 0.1 0.0 -0.1
H 1.7472 1.1253 -5.2328 -0.3 0.0 0.2
H 0.7647 -0.3852 -5.0695 0.2 0.0 0.3
H 3.9356 0.8503 -6.4005 0.0 0.0 -0.1
C 4.3833 -4.3712 -2.2654 0.6 0.5 0.4
C 5.0195 -4.1946 -3.6629 -0.1 -1.3 2.6
C 6.3561 -3.4943 -3.5435 -0.5 1.1 -0.4
O 5.1866 -5.5386 -4.1413 -0.3 0.6 -1.1
H 4.2120 -3.4036 -1.7861 -0.3 0.0 -0.1
H 5.0891 -4.8802 -1.5983 0.1 -0.1 -0.1
H 3.4838 -4.9843 -2.2656 -0.2 0.2 -0.3
H 4.2856 -3.6137 -4.2135 0.2 -0.4 -0.9
H 7.0771 -3.9839 -2.8900 0.0 -0.4 -0.3
H 6.2172 -2.5050 -3.0915 -0.1 0.0 -0.1
H 6.7379 -3.3172 -4.5501 0.4 -0.2 0.1
H 5.6710 -6.0089 -3.4572 0.0 0.0 0.0
C -2.0312 4.8806 -3.2710 0.0 -0.1 0.2
C -0.8291 4.4783 -2.4112 -0.8 1.0 0.0
C -1.2654 3.6201 -1.2293 0.9 0.4 -0.6
O 0.1093 3.7902 -3.2161 0.3 -0.7 0.2
H -2.4362 3.9646 -3.7046 0.1 0.2 -0.5
H -1.7065 5.6173 -4.0080 -0.1 -0.3 -0.3
H -2.8586 5.3413 -2.7261 0.2 0.0 0.3
H -0.3712 5.4138 -2.0606 0.1 -0.2 0.3
H -2.0028 4.1914 -0.6686 -0.2 -0.3 0.1
H -0.4022 3.4213 -0.5925 -0.1 -0.1 0.1
H -1.6619 2.6816 -1.6132 -0.2 0.0 0.2
H 0.5138 4.3869 -3.8497 -0.1 0.2 0.0
C 6.3033 0.7468 -0.5244 0.6 0.4 -0.8
C 5.5817 1.1188 -1.8192 -0.2 -0.5 0.2
C 5.6220 2.6103 -2.0602 0.3 0.9 -0.2
O 6.1630 0.3967 -2.9068 0.5 0.0 0.1
H 6.4867 -0.3267 -0.5460 -0.3 -0.1 0.5
H 5.7425 1.1200 0.3304 -0.1 -0.4 0.1
H 7.2827 1.2301 -0.4619 0.0 0.0 -0.2
H 4.5762 0.6901 -1.7067 -0.2 0.6 0.0
H 6.6542 2.9517 -2.1950 0.1 -0.3 0.3
H 5.2137 3.1872 -1.2269 -0.1 -0.2 0.1
H 5.1658 3.0077 -2.9732 -0.5 -0.6 0.0
H 5.5904 0.5132 -3.6696 0.1 0.0 -0.1
```
Forces are in eV/Å.

- Charge: 0
- Multiplicity: 1
- Highest occupied orbital energy: -0.2944 hartree
- Energy above the lowest of the compared OMol25 structures with the same formula, charge and spin: 96.5 kJ/mol


Entry 2:
The following is a quantum chemistry calculation of an isolated molecule of C4H15NO3P2, from the OMol25 dataset.

XYZ file:
```
25
Properties=species:S:1:pos:R:3:forces:R:3
N 1.3529 3.4999 -0.7549 -0.1 0.0 0.3
P -0.1746 3.6386 -1.0854 -0.1 -0.1 -0.1
P -1.0976 1.5127 -1.1248 0.0 0.0 -0.3
C -1.7144 -0.2650 -1.1197 -0.1 -0.1 0.1
O -0.7385 -1.0417 -0.4547 0.2 0.1 0.1
C -1.1612 -1.8098 0.6615 -0.1 0.0 -0.2
O -0.1693 -1.8655 1.6179 0.0 0.1 0.1
C 0.9815 -2.6366 1.2669 -0.1 -0.1 -0.1
C 2.1392 -1.7595 0.8362 0.0 0.1 0.0
O 2.8028 -1.1600 1.9384 -0.2 0.1 0.1
H 1.7067 4.0927 -0.0163 0.2 0.0 -0.1
H -0.5007 4.2599 -2.3227 -0.1 0.1 -0.1
H -1.0012 4.4092 -0.2297 0.0 0.1 0.1
H -1.3929 1.7073 0.2464 0.1 -0.1 0.1
H 0.2106 1.1098 -1.5108 0.0 0.0 0.2
H -2.0761 1.8928 -2.0970 0.0 0.1 0.0
H -2.6852 -0.3295 -0.6087 0.0 0.1 -0.1
H -1.8516 -0.6218 -2.1488 0.0 0.0 0.0
H -1.4212 -2.8177 0.3027 0.0 0.0 0.1
H -2.0315 -1.3364 1.1251 0.0 0.0 0.0
H 1.2622 -3.1945 2.1615 0.1 0.0 0.0
H 0.7225 -3.3508 0.4783 0.0 0.0 0.0
H 1.7791 -0.9966 0.1423 0.0 -0.1 -0.1
H 2.8843 -2.3698 0.3248 0.0 0.0 0.0
H 2.1741 -0.5675 2.3716 0.1 -0.1 -0.1
```
Forces are in eV/Å.

- Charge: 0
- Multiplicity: 1
- Highest occupied orbital energy: -0.2883 hartree


Entry 3:
The following is a quantum chemistry calculation of an isolated molecule of C7H6O2 in a non-equilibrium geometry, from the OMol25 dataset.

XYZ file:
```
15
Properties=species:S:1:pos:R:3:forces:R:3
O 3.0736 -0.9612 -0.4920 -0.4 1.3 1.8
C 2.4174 -0.2735 0.2800 -2.2 -2.4 -5.4
C 0.9391 0.0754 0.0073 5.0 -8.2 0.8
C 0.5799 1.2547 -0.0443 0.4 11.2 0.1
C -0.7507 1.5490 -0.0961 -3.7 0.6 -1.1
C -1.8089 0.6603 -0.1466 2.8 -3.2 -0.2
C -1.3082 -0.7781 -0.0529 1.0 5.1 -0.3
O -2.2365 -1.6816 -0.0510 -0.5 -2.3 0.3
C 0.0910 -1.0054 0.0369 -0.5 -3.5 -0.9
H 2.5861 0.0398 1.2206 2.2 1.1 3.6
H 1.3783 2.2003 -0.0282 -2.1 -2.6 0.0
H -1.1527 2.5014 -0.3014 0.5 1.7 0.1
H -2.8401 0.9557 -0.4641 1.1 -0.6 0.8
H -1.7044 -2.4403 0.2072 -0.8 -1.1 -0.1
H 0.7361 -2.0964 -0.0755 -2.7 2.9 0.5
```
Forces are in eV/Å.

- Charge: 0
- Multiplicity: 1
- Highest occupied orbital energy: -0.3261 hartree
- Energy above the lowest of the compared OMol25 structures with the same formula, charge and spin: 237.1 kJ/mol


Question: Which formula does entry 2 have?
Answer: C4H15NO3P2


Copy entry 2 word for word.
The following is a quantum chemistry calculation of an isolated molecule of C4H15NO3P2, from the OMol25 dataset.

XYZ file:
```
25
Properties=species:S:1:pos:R:3:forces:R:3
N 1.3529 3.4999 -0.7549 -0.1 0.0 0.3
P -0.1746 3.6386 -1.0854 -0.1 -0.1 -0.1
P -1.0976 1.5127 -1.1248 0.0 0.0 -0.3
C -1.7144 -0.2650 -1.1197 -0.1 -0.1 0.1
O -0.7385 -1.0417 -0.4547 0.2 0.1 0.1
C -1.1612 -1.8098 0.6615 -0.1 0.0 -0.2
O -0.1693 -1.8655 1.6179 0.0 0.1 0.1
C 0.9815 -2.6366 1.2669 -0.1 -0.1 -0.1
C 2.1392 -1.7595 0.8362 0.0 0.1 0.0
O 2.8028 -1.1600 1.9384 -0.2 0.1 0.1
H 1.7067 4.0927 -0.0163 0.2 0.0 -0.1
H -0.5007 4.2599 -2.3227 -0.1 0.1 -0.1
H -1.0012 4.4092 -0.2297 0.0 0.1 0.1
H -1.3929 1.7073 0.2464 0.1 -0.1 0.1
H 0.2106 1.1098 -1.5108 0.0 0.0 0.2
H -2.0761 1.8928 -2.0970 0.0 0.1 0.0
H -2.6852 -0.3295 -0.6087 0.0 0.1 -0.1
H -1.8516 -0.6218 -2.1488 0.0 0.0 0.0
H -1.4212 -2.8177 0.3027 0.0 0.0 0.1
H -2.0315 -1.3364 1.1251 0.0 0.0 0.0
H 1.2622 -3.1945 2.1615 0.1 0.0 0.0
H 0.7225 -3.3508 0.4783 0.0 0.0 0.0
H 1.7791 -0.9966 0.1423 0.0 -0.1 -0.1
H 2.8843 -2.3698 0.3248 0.0 0.0 0.0
H 2.1741 -0.5675 2.3716 0.1 -0.1 -0.1
```
Forces are in eV/Å.

- Charge: 0
- Multiplicity: 1
- Highest occupied orbital energy: -0.2883 hartree


Question: What is the formula in the second record?
Answer: C4H15NO3P2


What did the third record say?
The following is a quantum chemistry calculation of an isolated molecule of C7H6O2 in a non-equilibrium geometry, from the OMol25 dataset.

XYZ file:
```
15
Properties=species:S:1:pos:R:3:forces:R:3
O 3.0736 -0.9612 -0.4920 -0.4 1.3 1.8
C 2.4174 -0.2735 0.2800 -2.2 -2.4 -5.4
C 0.9391 0.0754 0.0073 5.0 -8.2 0.8
C 0.5799 1.2547 -0.0443 0.4 11.2 0.1
C -0.7507 1.5490 -0.0961 -3.7 0.6 -1.1
C -1.8089 0.6603 -0.1466 2.8 -3.2 -0.2
C -1.3082 -0.7781 -0.0529 1.0 5.1 -0.3
O -2.2365 -1.6816 -0.0510 -0.5 -2.3 0.3
C 0.0910 -1.0054 0.0369 -0.5 -3.5 -0.9
H 2.5861 0.0398 1.2206 2.2 1.1 3.6
H 1.3783 2.2003 -0.0282 -2.1 -2.6 0.0
H -1.1527 2.5014 -0.3014 0.5 1.7 0.1
H -2.8401 0.9557 -0.4641 1.1 -0.6 0.8
H -1.7044 -2.4403 0.2072 -0.8 -1.1 -0.1
H 0.7361 -2.0964 -0.0755 -2.7 2.9 0.5
```
Forces are in eV/Å.

- Charge: 0
- Multiplicity: 1
- Highest occupied orbital energy: -0.3261 hartree
- Energy above the lowest of the compared OMol25 structures with the same formula, charge and spin: 237.1 kJ/mol